P | # C5H12N2S

A cluster of 2 separate species, C5H12N2S in total (ωB97M-V/def2-TZVPD, OMol25).

As for the spin multiplicity: 3. As for the HOMO energy (spin up / spin down): -4.7 / -9.0 eV. The gap between HOMO and LUMO (spin up / spin down) comes out at 5.24 / 6.50 eV. As for the LUMO energy (spin up / spin down): 0.580 / -2.489 eV. The net charge is 0.

Element x y z (Å)
C 1.63 2.42 -0.20
C -0.90 -1.59 -1.07
C -0.37 -1.30 1.29
C -2.47 -0.23 0.27
C -1.15 -1.06 0.11
N 0.83 3.39 -0.27
N 2.51 -0.02 -0.45
S 1.10 0.87 -0.86
H 2.79 2.49 0.11
H 3.08 0.00 -1.19
H -0.11 -2.35 -1.19
H -1.62 -1.58 -1.95
H 0.70 -1.64 1.00
H -0.88 -2.04 1.82
H -0.22 -0.35 1.96
H -2.23 0.70 0.95
H -2.92 0.01 -0.73
H -3.21 -1.02 0.69
H 1.17 4.29 0.02
H 2.26 -0.99 -0.32

***

Q | # C5H12N2S

A cluster of 2 separate species, C5H12N2S in total (ωB97M-V/def2-TZVPD, OMol25).

As for the spin multiplicity: 3. As for the HOMO energy (spin up / spin down): -6.0 / -7.6 eV. The gap between HOMO and LUMO (spin up / spin down) comes out at 6.87 / 5.63 eV. As for the LUMO energy (spin up / spin down): 0.867 / -1.986 eV. The net charge is 0.

Element x y z (Å)
C 2.50 -0.07 0.19
C 3.21 1.24 0.05
C -2.38 -0.42 -1.18
C -2.15 -0.49 1.32
C -2.01 0.28 0.04
N 1.22 -0.10 0.09
N 0.34 -1.00 -0.10
S -1.34 1.76 -0.14
H 2.88 -1.10 -0.01
H 3.39 1.64 0.94
H 2.68 1.99 -0.60
H 4.03 1.20 -0.59
H -2.04 0.00 -2.14
H -1.87 -1.36 -1.25
H -3.36 -0.41 -1.38
H -1.77 -1.39 1.06
H -3.24 -0.72 1.68
H -1.70 0.09 2.07
H 0.77 -1.95 -0.24
H 0.84 0.80 0.18

***

Q is favored, and the nearest alternative lies 0.514 eV above it.

***

P | # C2H3NS2

The molecule C2H3NS2 (ωB97M-V/def2-TZVPD, OMol25).

As for the spin multiplicity: 1. As for the HOMO energy (spin up / spin down): -8.5 / -8.5 eV. The gap between HOMO and LUMO (spin up / spin down) comes out at 7.32 / 7.29 eV. As for the LUMO energy (spin up / spin down): -1.222 / -1.240 eV. The net charge is 0.

Element x y z (Å)
C 1.09 -0.32 -0.98
C -1.38 0.13 0.46
N 1.64 -0.11 0.11
S -0.77 -0.07 -1.14
S 1.10 0.05 1.61
H 1.70 -0.30 -1.91
H -1.65 1.11 0.65
H -1.74 -0.50 1.21

***

Q | # C2H3NS2

The molecule C2H3NS2 (ωB97M-V/def2-TZVPD, OMol25).

As for the spin multiplicity: 1. As for the HOMO energy: -8.1 eV. The gap between HOMO and LUMO comes out at 8.63 eV. As for the LUMO energy: 0.508 eV. The net charge is 0.

Element x y z (Å)
C -1.08 -0.16 -1.14
C 0.19 0.08 0.81
N 0.06 -0.04 -0.60
S -2.53 0.11 -0.29
S -1.57 0.24 1.52
H -1.28 -0.10 -2.19
H 0.84 -0.81 1.18
H 0.63 1.01 1.31

***

R | # C2H3NS2

A structure of composition C2H3NS2 (ωB97M-V/def2-TZVPD, OMol25).

As for the spin multiplicity: 1. As for the HOMO energy: -8.1 eV. The gap between HOMO and LUMO comes out at 7.38 eV. As for the LUMO energy: -0.760 eV. The net charge is 0.

Element x y z (Å)
C 0.73 -1.11 -0.13
C -0.82 0.04 -0.04
N -0.38 1.27 -0.06
S 2.13 -0.36 0.00
S -2.11 -0.89 -0.03
H 0.50 -2.26 -0.17
H 0.63 1.24 -0.07
H -0.69 2.06 0.50

***

Q is favored, and the nearest alternative lies 1.250 eV above it.

***

P | # C2H3NS2

The molecule C2H3NS2 (ωB97M-V/def2-TZVPD, OMol25).

As for the spin multiplicity: 1. As for the HOMO energy: -8.9 eV. The gap between HOMO and LUMO comes out at 8.64 eV. As for the LUMO energy: -0.273 eV. The net charge is 0.

Element x y z (Å)
C -1.89 -0.21 0.12
C 1.87 0.34 -0.09
H -1.92 -1.22 0.62
H -2.83 0.39 0.29
H 1.78 1.44 -0.19
N -0.83 0.27 -0.40
S 0.50 -0.73 -0.31
S 3.31 -0.29 -0.04

***

Q | # C2H3NS2

A structure of composition C2H3NS2 (ωB97M-V/def2-TZVPD, OMol25).

As for the spin multiplicity: 1. As for the HOMO energy: -8.7 eV. The gap between HOMO and LUMO comes out at 9.10 eV. As for the LUMO energy: 0.421 eV. The net charge is 0.

Element x y z (Å)
C 1.07 -0.28 0.44
C -0.80 0.49 -0.35
N -0.14 -0.66 0.02
S 2.51 -1.01 0.89
S 0.62 1.46 0.10
H -0.97 0.65 -1.49
H -1.65 0.81 0.12
H -0.64 -1.45 0.25

***

Q is favored, and the nearest alternative lies 0.715 eV above it.

***

P | # C29H20ClF3N2O4PRbS6

A structure of composition C29H20ClF3N2O4PRbS6 (ωB97M-V/def2-TZVPD, OMol25).

As for the spin multiplicity: 1. As for the HOMO energy: 0.0 eV. The gap between HOMO and LUMO comes out at 3.47 eV. As for the LUMO energy: 3.431 eV. The net charge is -2.

Element x y z (Å)
Rb -0.58 0.43 0.00
Cl 0.22 -2.09 1.47
C 1.28 -3.46 1.46
C 1.27 -4.36 2.50
C 2.14 -5.44 2.48
C 3.02 -5.60 1.42
C 3.03 -4.69 0.38
C 2.14 -3.62 0.35
P 2.12 -2.29 -0.92
C 0.66 -2.74 -1.94
C -0.13 -3.88 -1.75
C -1.23 -4.10 -2.55
C -1.56 -3.19 -3.55
C -0.78 -2.06 -3.74
C 0.32 -1.83 -2.94
C 3.48 -2.87 -2.01
C 3.33 -3.78 -3.04
C 4.42 -4.15 -3.82
C 5.67 -3.61 -3.58
C 5.83 -2.69 -2.55
C 4.75 -2.32 -1.78
H 0.59 -4.21 3.33
H 2.12 -6.16 3.29
H 3.71 -6.43 1.42
H 3.73 -4.81 -0.44
H 0.12 -4.58 -0.96
H -1.85 -4.97 -2.40
H -2.43 -3.36 -4.17
H -1.04 -1.35 -4.52
H 0.93 -0.94 -3.07
H 2.36 -4.21 -3.25
H 4.29 -4.86 -4.63
H 6.52 -3.89 -4.20
H 6.81 -2.25 -2.37
H 4.87 -1.59 -0.99
O 2.13 6.28 -4.91
C 1.94 5.49 -3.99
S 0.94 5.81 -2.59
C 1.15 4.26 -1.72
C 1.94 3.35 -2.35
S 2.39 1.79 -1.81
S 2.62 3.88 -3.92
S 0.35 4.11 -0.22
N 3.64 0.25 1.03
C 3.00 1.17 1.79
N 1.74 1.25 1.97
C 1.40 2.30 2.79
C 0.10 2.67 3.14
C -0.08 3.77 3.97
C 1.00 4.50 4.45
C 2.30 4.14 4.11
C 2.48 3.05 3.29
S 3.97 2.38 2.67
H 3.07 -0.12 0.28
H 4.57 0.50 0.74
H -0.73 2.10 2.76
H -1.09 4.07 4.22
H 0.83 5.36 5.08
H 3.15 4.72 4.46
F -3.38 -2.81 0.82
C -4.16 -1.81 1.27
F -5.33 -1.89 0.61
F -4.41 -2.06 2.57
S -3.37 -0.13 1.04
O -2.99 -0.17 -0.36
O -4.44 0.76 1.40
O -2.25 -0.20 1.96

***

Q | # C29H20ClF3N2O4PRbS6

A structure of composition C29H20ClF3N2O4PRbS6 (ωB97M-V/def2-TZVPD, OMol25).

As for the spin multiplicity: 1. As for the HOMO energy: -0.2 eV. The gap between HOMO and LUMO comes out at 3.63 eV. As for the LUMO energy: 3.463 eV. The net charge is -2.

Element x y z (Å)
Rb -0.29 -0.59 -0.21
Cl 2.55 0.41 0.11
C 3.53 1.83 0.25
C 4.89 1.71 0.43
C 5.67 2.86 0.54
C 5.07 4.11 0.47
C 3.70 4.21 0.27
C 2.90 3.08 0.14
P 1.07 3.10 -0.01
C 0.80 2.76 -1.78
C 1.80 2.64 -2.74
C 1.47 2.33 -4.05
C 0.15 2.14 -4.42
C -0.86 2.26 -3.47
C -0.54 2.55 -2.15
C 0.74 4.90 0.07
C 0.80 5.76 -1.03
C 0.53 7.11 -0.88
C 0.21 7.63 0.37
C 0.14 6.78 1.47
C 0.40 5.43 1.32
H 5.34 0.73 0.50
H 6.73 2.77 0.69
H 5.67 5.00 0.56
H 3.24 5.19 0.22
H 2.84 2.77 -2.46
H 2.26 2.23 -4.79
H -0.10 1.89 -5.44
H -1.89 2.09 -3.74
H -1.31 2.61 -1.39
H 1.04 5.36 -2.00
H 0.57 7.77 -1.74
H -0.01 8.68 0.48
H -0.13 7.18 2.44
H 0.33 4.77 2.17
O -7.98 1.21 1.32
C -6.79 0.96 1.37
S -6.11 -0.64 1.63
C -4.37 -0.23 1.61
C -4.10 1.09 1.41
S -2.56 1.87 1.35
S -5.52 2.15 1.21
S -3.29 -1.54 1.85
N 0.11 1.94 3.28
C 0.01 0.63 3.65
N 0.19 -0.38 2.89
C -0.04 -1.56 3.56
C 0.04 -2.83 2.99
C -0.23 -3.94 3.78
C -0.57 -3.79 5.13
C -0.65 -2.54 5.71
C -0.37 -1.44 4.91
S -0.42 0.25 5.33
H -0.08 2.06 2.29
H -0.41 2.58 3.85
H 0.30 -2.94 1.95
H -0.20 -4.92 3.34
H -0.80 -4.67 5.72
H -0.93 -2.42 6.74
F 2.88 -1.47 -3.04
C 2.44 -2.73 -2.93
F 2.15 -3.16 -4.17
F 3.46 -3.48 -2.48
S 0.96 -2.86 -1.82
O 0.08 -1.85 -2.37
O 0.55 -4.22 -1.98
O 1.52 -2.51 -0.52

***

Q is favored, and the nearest alternative lies 0.205 eV above it.

***

P | # C3H12N2S

A cluster of 2 separate species, C3H12N2S in total (ωB97M-V/def2-TZVPD, OMol25).

As for the spin multiplicity: 1. As for the HOMO energy: -8.5 eV. The gap between HOMO and LUMO comes out at 9.29 eV. As for the LUMO energy: 0.819 eV. The net charge is 0.

Element x y z (Å)
C -0.55 0.38 -3.03
S -0.18 1.84 -2.04
C -0.54 1.25 -0.35
H 0.38 -0.06 -3.40
H -1.17 0.63 -3.90
H -1.15 -0.41 -2.55
H -0.58 0.15 -0.47
H 0.29 1.56 0.27
H -1.58 1.55 -0.24
N -0.32 -1.26 3.33
C 0.32 -2.13 2.19
N 1.55 -1.69 1.69
H -0.14 -0.30 3.06
H -1.30 -1.50 3.22
H 0.30 -3.09 2.68
H -0.56 -2.13 1.49
H 1.76 -0.69 1.65
H 2.24 -1.91 2.41

***

Q | # C3H12N2S

A cluster of 2 separate species, C3H12N2S in total (ωB97M-V/def2-TZVPD, OMol25).

As for the spin multiplicity: 1. As for the HOMO energy: -8.8 eV. The gap between HOMO and LUMO comes out at 9.76 eV. As for the LUMO energy: 0.956 eV. The net charge is 0.

Element x y z (Å)
C 2.54 1.74 0.15
S 1.77 2.34 -1.38
H 3.31 0.99 -0.04
H 3.04 2.61 0.58
H 1.83 1.33 0.86
H 1.18 1.21 -1.75
C -1.55 -0.20 0.21
C -0.76 -1.43 -0.20
N 0.67 -1.17 -0.05
N -2.98 -0.49 0.18
H -1.18 0.10 1.20
H -1.31 0.60 -0.49
H -1.11 -2.32 0.34
H -0.93 -1.63 -1.26
H 1.26 -1.81 -0.55
H 0.95 -1.14 0.92
H -3.23 -1.07 0.96
H -3.52 0.35 0.31

***

Q is favored, and the nearest alternative lies 1.093 eV above it.

***

P | # C3H12N2S

A cluster of 3 separate species, C3H12N2S in total (ωB97M-V/def2-TZVPD, OMol25).

As for the spin multiplicity: 1. As for the HOMO energy: -9.2 eV. The gap between HOMO and LUMO comes out at 7.69 eV. As for the LUMO energy: -1.487 eV. The net charge is 0.

Element x y z (Å)
C -1.89 1.47 0.50
C -0.43 1.42 0.99
S 0.67 1.14 -0.48
N -2.32 0.26 -0.23
H -1.99 2.31 -0.21
H -2.62 1.69 1.27
H -0.30 0.74 1.85
H -0.27 2.44 1.36
H -2.01 -0.53 0.33
H -1.71 0.21 -1.04
C 2.08 -2.52 -0.56
N 0.88 -2.41 0.29
H 2.28 -1.60 -1.09
H 2.90 -2.75 0.13
H 2.06 -3.26 -1.36
H 0.53 -1.45 0.15
H 1.95 -0.13 0.61
H 0.18 -3.15 0.16

***

Q | # C3H12N2S

A cluster of 2 separate species, C3H12N2S in total (ωB97M-V/def2-TZVPD, OMol25).

As for the spin multiplicity: 1. As for the HOMO energy: -8.4 eV. The gap between HOMO and LUMO comes out at 9.52 eV. As for the LUMO energy: 1.126 eV. The net charge is 0.

Element x y z (Å)
C -2.00 1.74 5.15
S -0.74 0.79 4.28
C -0.11 -0.17 5.62
H -1.59 2.29 5.99
H -2.42 2.39 4.38
H -2.89 1.21 5.51
H 0.29 0.31 6.51
H 0.58 -0.94 5.28
H -0.93 -0.82 5.92
N 1.11 -2.19 -6.02
C 1.51 -1.06 -6.83
N 0.91 0.19 -6.46
H 0.35 -2.09 -5.38
H 1.86 -2.84 -5.91
H 1.31 -1.18 -7.89
H 2.62 -1.08 -6.80
H 1.15 0.94 -7.07
H 0.91 0.42 -5.48

***

R | # C3H12N2S

A cluster of 2 separate species, C3H12N2S in total (ωB97M-V/def2-TZVPD, OMol25).

As for the spin multiplicity: 1. As for the HOMO energy: -8.3 eV. The gap between HOMO and LUMO comes out at 9.20 eV. As for the LUMO energy: 0.929 eV. The net charge is 0.

Element x y z (Å)
C -0.63 0.44 2.49
S -0.94 -0.93 1.32
C 0.69 -1.94 1.66
H -0.69 -0.10 3.42
H 0.23 1.12 2.32
H -1.55 0.92 2.43
H 1.49 -1.39 1.20
H 0.50 -2.75 0.98
H 0.61 -2.33 2.63
N 1.61 0.85 -1.59
C 0.78 1.05 -2.76
N -0.67 1.37 -2.45
H 1.38 -0.09 -1.27
H 1.88 1.77 -1.23
H 0.80 0.08 -3.27
H 1.09 1.80 -3.60
H -1.30 0.93 -3.09
H -1.07 2.06 -1.77

***

Q is favored, and the nearest alternative lies 1.218 eV above it.

***

P | # C5H4

The molecule C5H4 (ωB97M-V/def2-TZVPD, OMol25).

As for the spin multiplicity: 1. As for the HOMO energy: -8.7 eV. The gap between HOMO and LUMO comes out at 8.57 eV. As for the LUMO energy: -0.161 eV. The net charge is 0.

Element x y z (Å)
C 0.11 -1.31 -0.47
C 0.41 0.07 -0.05
C 0.89 1.24 -0.13
C -0.06 2.48 0.12
C -0.56 1.33 0.63
H -0.02 -1.98 0.39
H 0.91 -1.68 -1.10
H -0.82 -1.31 -1.05
H -0.86 1.16 1.66

***

Q | # C5H4

The molecule C5H4 (ωB97M-V/def2-TZVPD, OMol25).

As for the spin multiplicity: 1. As for the HOMO energy: -10.0 eV. The gap between HOMO and LUMO comes out at 10.97 eV. As for the LUMO energy: 1.000 eV. The net charge is 0.

Element x y z (Å)
C 1.10 -1.97 0.11
C 0.55 -1.01 -0.30
C -0.32 0.08 -0.88
C -0.44 1.03 0.24
C -0.49 1.89 1.11
H 1.45 -2.81 0.80
H -1.30 -0.32 -1.14
H 0.00 0.52 -1.80
H -0.55 2.60 1.86

***

R | # C5H4

The molecule C5H4 (ωB97M-V/def2-TZVPD, OMol25).

As for the spin multiplicity: 1. As for the HOMO energy (spin up / spin down): -10.3 / -8.0 eV. The gap between HOMO and LUMO (spin up / spin down) comes out at 9.89 / 5.23 eV. As for the LUMO energy (spin up / spin down): -0.371 / -2.775 eV. The net charge is 0.

Element x y z (Å)
C -0.95 1.35 2.23
C -1.50 2.04 3.05
C -0.24 0.12 -0.10
C -0.20 0.21 1.33
C -0.09 0.01 -1.37
H 0.75 0.73 1.66
H -0.53 -0.86 1.63
H 0.84 -0.61 -1.69
H -0.61 0.56 -2.06

***

Q is favored, and the nearest alternative lies 2.941 eV above it.

***

P | # H54O27

A cluster of 27 separate species, H54O27 in total (ωB97M-V/def2-TZVPD, OMol25).

As for the spin multiplicity: 1. As for the HOMO energy: -9.4 eV. The gap between HOMO and LUMO comes out at 8.62 eV. As for the LUMO energy: -0.819 eV. The net charge is 0.

Element x y z (Å)
O 2.53 0.71 -3.98
H 3.40 0.31 -3.98
H 2.38 0.97 -4.89
O 3.12 -3.65 -2.69
H 3.30 -2.71 -2.69
H 3.50 -3.97 -1.87
O -0.88 5.66 1.73
H -0.86 6.30 2.44
H -0.14 5.07 1.92
O -2.56 -1.89 1.76
H -2.27 -1.13 1.25
H -1.88 -2.54 1.64
O 0.66 -1.32 -2.30
H 1.54 -1.40 -1.94
H 0.71 -1.74 -3.16
O -0.04 -3.22 4.35
H -0.17 -3.76 5.13
H -0.38 -2.36 4.59
O 0.36 1.58 -2.39
H -0.27 0.87 -2.49
H 1.15 1.27 -2.85
O 3.65 -0.87 -1.65
H 3.89 -0.29 -2.38
H 4.47 -1.02 -1.19
O -1.15 -4.14 2.02
H -1.67 -4.93 2.18
H -0.68 -3.99 2.84
O 1.25 4.07 2.22
H 1.87 4.76 2.45
H 1.19 3.53 3.01
O 3.50 1.03 3.68
H 2.70 1.38 4.05
H 3.28 0.86 2.76
O -2.80 2.44 -3.57
H -3.06 2.74 -4.44
H -2.25 1.67 -3.73
O -2.63 1.61 -0.89
H -2.51 1.44 0.05
H -2.58 0.75 -1.30
O 1.25 2.01 4.38
H 0.48 1.76 3.86
H 0.98 1.86 5.29
O 2.02 -5.19 1.70
H 1.50 -5.69 2.33
H 1.85 -4.27 1.92
O 3.15 0.53 0.70
H 3.10 -0.03 -0.08
H 2.46 1.18 0.58
O 0.53 -4.20 -2.81
H 0.43 -4.22 -1.86
H 1.44 -3.94 -2.95
O -3.81 -1.16 -0.99
H -4.08 -1.61 -0.19
H -4.63 -1.01 -1.46
O -3.40 4.10 0.68
H -2.89 4.84 1.00
H -4.06 3.95 1.37
O -1.68 4.43 -1.73
H -0.93 3.90 -1.47
H -1.32 5.31 -1.86
O -1.75 -0.85 -3.04
H -0.88 -1.02 -2.68
H -2.35 -1.22 -2.39
O 1.64 3.82 -3.76
H 1.26 3.02 -3.41
H 2.22 4.13 -3.07
O -0.63 -0.23 0.38
H -0.21 0.62 0.25
H -0.18 -0.81 -0.24
O -0.72 1.20 2.68
H -0.76 1.89 2.02
H -0.73 0.39 2.18
O 0.30 -4.20 -0.13
H 1.14 -4.54 0.17
H -0.29 -4.33 0.61
O -4.37 -4.00 2.05
H -3.93 -4.80 1.75
H -3.77 -3.29 1.81
O 0.42 2.22 0.36
H 0.72 2.97 0.87
H 0.81 2.34 -0.51

***

Q | # H54O27

A cluster of 27 separate species, H54O27 in total (ωB97M-V/def2-TZVPD, OMol25).

As for the spin multiplicity: 1. As for the HOMO energy: -10.7 eV. The gap between HOMO and LUMO comes out at 10.57 eV. As for the LUMO energy: -0.145 eV. The net charge is 0.

Element x y z (Å)
O 5.43 2.90 -0.98
H 5.79 2.14 -1.35
H 4.70 2.72 -0.40
O 1.32 0.25 -2.81
H 1.71 0.94 -2.22
H 1.51 -0.67 -2.56
O -1.70 -4.75 0.74
H -2.07 -3.97 1.07
H -1.74 -5.33 1.53
O -2.77 0.17 4.02
H -2.19 0.91 4.27
H -2.04 -0.52 3.88
O -2.26 -2.57 -1.23
H -2.97 -2.45 -0.56
H -2.14 -3.53 -1.20
O -0.71 2.68 1.19
H -1.33 2.75 1.93
H -1.08 3.32 0.54
O -3.25 -2.40 1.64
H -3.00 -1.47 1.66
H -3.72 -2.49 2.47
O 2.29 -2.80 2.47
H 3.01 -2.13 2.29
H 1.95 -3.16 1.61
O -2.66 3.83 -1.09
H -3.35 4.50 -1.19
H -3.11 2.96 -1.35
O -3.96 0.62 1.58
H -3.43 0.81 0.79
H -3.37 0.68 2.32
O -2.26 2.87 4.18
H -2.63 2.99 5.10
H -2.77 3.48 3.63
O -1.34 0.00 -2.50
H -1.60 -0.95 -2.52
H -0.41 0.09 -2.66
O 3.68 -0.02 -4.43
H 2.93 0.33 -3.94
H 3.63 0.45 -5.26
O 1.90 2.14 -1.05
H 2.33 1.94 -0.21
H 1.06 2.54 -0.77
O -3.59 1.50 -1.84
H -3.07 0.89 -2.34
H -4.46 1.03 -1.78
O -5.88 0.23 -0.55
H -6.69 -0.17 -0.37
H -5.48 0.30 0.34
O -0.14 -2.96 -4.28
H -0.33 -3.82 -3.98
H -0.11 -2.21 -3.62
O 1.77 1.80 1.73
H 2.21 2.37 2.37
H 0.93 2.20 1.49
O -1.25 -0.46 0.32
H -0.88 0.32 0.78
H -1.28 -0.19 -0.59
O 6.05 0.47 1.79
H 6.39 -0.25 2.30
H 5.49 0.05 1.11
O 5.25 3.57 1.82
H 5.74 3.65 1.04
H 5.61 2.85 2.32
O -0.72 -1.62 3.14
H 0.20 -1.69 3.39
H -0.88 -2.12 2.33
O 0.59 -2.98 -0.02
H 0.13 -2.16 -0.24
H -0.10 -3.64 0.17
O -3.51 3.59 1.78
H -3.27 3.73 0.84
H -3.98 2.75 1.83
O 3.74 -0.02 -0.14
H 2.96 0.29 0.32
H 3.38 -0.73 -0.73
O 3.17 -3.18 -4.47
H 2.24 -3.34 -4.80
H 3.40 -2.30 -4.66
O 2.40 -2.14 -1.75
H 2.83 -2.68 -2.43
H 1.79 -2.76 -1.28

***

Q is favored, and the nearest alternative lies 3.377 eV above it.